A) The following is a quantum chemistry calculation of a cluster of 15 separate species, C5H37NO15 in total, from the Open Molecules 2025 dataset.

Structure (XYZ):
```
58
Properties=species:S:1:pos:R:3:lowdin_charge:R:1
C -1.796 -2.102 -2.015 -0.1202
C -0.589 -1.232 -1.907 -0.2138
C 0.098 -0.984 -0.583 -0.1300
C -0.513 -0.726 0.612 0.0409
C -2.990 -1.375 -1.487 -0.4662
N -3.705 -0.374 -2.287 0.1679
O -3.473 -1.580 -0.391 0.0259
H -2.018 -2.430 -3.046 0.1295
H -1.671 -3.069 -1.356 0.1713
H -0.654 -0.116 -2.181 0.1440
H 0.114 -1.554 -2.705 0.1130
H 1.143 -0.852 -0.706 0.0499
H 0.107 -0.352 1.476 0.0963
H -1.485 -0.805 0.751 -0.0290
H -3.185 -0.231 -3.144 0.0948
H -4.569 -0.159 -1.949 0.0559
H 0.174 2.903 -0.829 -0.0278
H 0.640 3.112 -2.369 0.1658
O 0.652 2.446 -1.516 -0.1129
H 4.145 0.348 1.680 -0.0788
H 3.516 1.538 0.893 0.0221
O 3.629 1.034 1.825 -0.0789
H -3.026 -3.382 2.149 0.0854
H -2.567 -2.277 1.435 -0.0144
O -2.313 -2.704 2.264 -0.0649
H -1.306 -0.030 2.817 0.0084
H -2.621 -0.413 2.380 -0.0152
O -2.188 0.266 2.779 0.0249
H -1.902 1.923 2.977 -0.0598
H -1.126 2.700 3.909 0.0255
O -1.813 2.796 3.283 -0.0196
H -2.073 4.222 0.509 0.0664
H -1.683 2.943 1.079 0.0937
O -1.478 3.510 0.226 -0.1001
H -0.123 -1.991 3.296 0.0805
H 0.338 -3.482 2.708 0.0351
O 0.606 -2.639 3.027 -0.0713
H 1.207 -3.564 -0.793 0.0237
H 2.198 -3.979 -2.058 0.0606
O 1.455 -3.461 -1.725 -0.0545
H 2.685 -1.504 -0.677 0.0510
H 3.257 -0.836 0.619 -0.0147
O 3.511 -1.111 -0.237 -0.0552
H -1.780 3.355 -1.676 0.0717
H -2.675 2.786 -2.803 -0.0106
O -2.393 3.657 -2.525 -0.1326
H 1.258 -2.432 1.221 0.0110
H 2.378 -2.867 1.845 -0.0059
O 2.029 -2.996 1.027 -0.0427
H 2.724 0.562 -2.884 0.0434
H 3.371 2.031 -2.607 0.0578
O 2.955 1.437 -3.310 -0.1154
H 2.074 2.607 1.435 0.0351
H 1.785 3.840 1.948 0.0641
O 1.516 3.379 1.129 -0.0694
H 2.201 2.021 -0.588 0.0399
H 2.869 0.624 -0.456 0.0165
O 3.079 1.571 -0.488 -0.0679
```

Summary:
- Total charge: 0
- Orbital gap: 10.3 eV
- HOMO energy: -10.2 eV
- Lowest unoccupied orbital energy: 0.016 eV



B) The following is a quantum chemistry calculation of a cluster of 14 separate species, C5H37NO15 in total, from the Open Molecules 2025 dataset.

Structure (XYZ):
```
58
Properties=species:S:1:pos:R:3:lowdin_charge:R:1
O 2.248 -0.196 -2.418 0.0638
C 1.125 -0.622 -2.461 -0.2067
C 0.353 -0.973 -1.186 -0.2840
C 0.450 -2.449 -0.736 -0.1845
C 1.853 -3.044 -0.713 -0.0750
N -1.058 -0.679 -1.426 0.0049
C -1.489 0.643 -1.238 -0.2150
O -0.707 1.553 -2.123 -0.0809
H 0.461 -0.714 -3.377 0.1337
H 0.835 -0.389 -0.384 0.1508
H 0.039 -2.385 0.268 0.0886
H -0.164 -3.078 -1.388 0.0917
H 2.641 -2.326 -0.932 0.0682
H 2.046 -3.883 -1.386 0.0759
H 2.129 -3.324 0.297 0.0569
H -1.408 -1.157 -2.251 0.0770
H -2.579 0.702 -1.286 0.1362
H -1.194 1.071 -0.277 0.0870
H -1.319 2.012 -2.708 0.0944
H 2.512 2.154 -0.429 0.0228
H 2.791 0.742 -0.988 0.0054
O 3.176 1.443 -0.431 -0.0657
H 3.222 0.525 2.256 0.0534
H 2.525 0.765 1.006 0.0005
O 2.302 0.584 1.964 -0.0985
H -2.591 -2.087 2.406 0.0652
H -1.501 -1.291 1.862 0.0150
O -1.704 -2.226 2.045 -0.0662
H -0.158 -2.825 -3.469 -0.0171
H 1.319 -2.898 -3.984 0.0485
O 0.514 -3.403 -3.836 -0.0321
H 0.502 3.781 -0.409 0.0279
H 0.130 2.304 -0.713 0.0069
O 0.750 2.859 -0.214 -0.0685
H 0.202 3.505 2.815 0.0376
H -0.265 2.625 1.573 0.0110
O -0.473 3.383 2.120 -0.1040
H 2.154 2.455 2.550 0.0273
H 2.164 2.613 4.124 0.0538
O 1.816 2.966 3.307 -0.0565
H -2.158 -3.197 0.479 -0.0219
H -1.947 -4.629 -0.058 0.0306
O -2.528 -3.867 -0.124 -0.0816
H -0.645 4.805 0.682 0.0218
H -1.305 5.348 -0.616 0.0530
O -0.468 5.270 -0.157 -0.0461
H -1.448 -1.994 -4.763 0.0424
H -2.660 -1.955 -3.587 0.0552
O -2.066 -1.529 -4.199 -0.0406
H -0.801 0.732 2.706 0.0619
H -2.159 1.388 2.578 0.0504
O -1.581 0.749 2.136 -0.0471
H -2.087 4.060 3.181 0.0170
H -2.747 3.663 1.804 0.0048
O -2.897 3.892 2.710 -0.0577
H 1.477 -3.201 3.569 0.0255
H 0.760 -4.343 2.856 0.0276
O 1.615 -3.931 2.972 -0.0453
```

Summary:
- Total charge: 0
- Orbital gap: 9.5 eV
- HOMO energy: -9.5 eV
- Lowest unoccupied orbital energy: 0.019 eV



Last place for stability: A)



A) The following is a quantum chemistry calculation of an isolated molecule of C2HNO3, from the Open Molecules 2025 dataset.

Structure (XYZ):
```
7
Properties=species:S:1:pos:R:3:lowdin_charge:R:1
O 1.530 0.125 -1.699 0.1664
C 0.749 0.324 -0.798 -0.5043
O -0.421 -0.407 -0.718 0.1436
C -0.911 -0.294 0.516 -0.1611
N -0.169 0.386 1.221 0.1107
O 0.781 0.782 0.409 0.1002
H -1.559 -0.916 1.069 0.1444
```

Summary:
- SMILES: O=c1ocno1
- Total charge: 0
- Orbital gap: 11.6 eV
- HOMO energy: -11.0 eV
- Lowest unoccupied orbital energy: 0.631 eV



B) The following is a quantum chemistry calculation of an isolated molecule of C2HNO3, from the Open Molecules 2025 dataset.

Structure (XYZ):
```
7
Properties=species:S:1:pos:R:3:lowdin_charge:R:1
O 1.481 0.799 -1.210 0.0867
N 0.713 -0.094 -0.959 -0.4498
O 0.810 -1.268 -1.120 0.1250
C -0.462 0.475 -0.279 0.1255
C -0.692 0.213 1.034 -0.1442
O -1.206 -0.799 0.598 0.1451
H -0.645 0.675 1.936 0.1116
```

Summary:
- SMILES: O=[N+]([O-])C1=CO1
- Total charge: 0
- Orbital gap: 9.7 eV
- HOMO energy: -10.3 eV
- Lowest unoccupied orbital energy: -0.604 eV



Last place for stability: B)



A) The following is a quantum chemistry calculation of an isolated molecule of C4H3Cl2N, from the Open Molecules 2025 dataset.

Structure (XYZ):
```
10
Properties=species:S:1:pos:R:3:lowdin_charge:R:1
C -1.102 -0.351 0.134 -0.2861
C 0.084 -0.905 0.116 -0.1325
C -1.540 0.850 -0.369 -0.4838
C 1.553 0.931 0.489 -0.6023
N 1.307 -0.202 -0.038 -0.1158
Cl -3.026 1.508 0.142 0.6107
Cl 2.945 1.756 0.001 0.5982
H -2.055 -0.884 0.361 0.1136
H 0.086 -1.994 0.023 0.1267
H 1.747 -0.709 -0.859 0.1713
```

Summary:
- Total charge: 0
- Orbital gap (alpha / beta): 7.3 / 7.2 eV
- HOMO energy (alpha / beta): -8.5 / -8.3 eV
- Lowest unoccupied orbital energy (alpha / beta): -1.247 / -1.107 eV



B) The following is a quantum chemistry calculation of an isolated molecule of C4H3Cl2N, from the Open Molecules 2025 dataset.

Structure (XYZ):
```
10
Properties=species:S:1:pos:R:3:lowdin_charge:R:1
N -3.336 -0.006 -0.873 0.1122
C -2.404 0.144 -0.014 -0.1113
C -1.031 -0.320 0.485 -0.0979
C -0.005 -0.048 -0.272 -0.1983
C 1.447 0.001 0.152 -1.1061
Cl 2.581 -1.240 -0.430 0.5663
Cl 2.161 1.544 -0.301 0.5973
H -0.885 -0.376 1.476 0.0637
H -0.139 0.376 -1.382 0.1656
H 1.611 -0.077 1.159 0.0085
```

Summary:
- SMILES: N#C/C=C/C(Cl)Cl
- Total charge: 0
- Orbital gap: 10.1 eV
- HOMO energy: -10.8 eV
- Lowest unoccupied orbital energy: -0.662 eV



Last place for stability: A)



A) The following is a quantum chemistry calculation of a structure of composition CH7N2Si, from the Open Molecules 2025 dataset.

Structure (XYZ):
```
11
Properties=species:S:1:pos:R:3:lowdin_charge:R:1
C -0.493 -1.595 -1.308 0.0536
N -0.979 -0.444 -1.200 0.0849
N 0.045 0.951 0.562 -0.2311
Si 0.844 1.030 2.027 0.8633
H -0.104 -2.170 -2.095 0.0910
H -0.843 0.149 -2.008 0.1275
H -0.766 0.109 -0.133 0.0414
H -0.412 -2.202 -0.378 0.1181
H 2.031 1.749 2.450 -0.0727
H 0.328 0.269 3.065 -0.0938
H -0.083 1.727 -0.087 0.0178
```

Summary:
- Total charge: +1
- Orbital gap: 10.0 eV
- HOMO energy: -14.9 eV
- Lowest unoccupied orbital energy: -4.868 eV



B) The following is a quantum chemistry calculation of the ion CH7N2Si with charge +1, from the Open Molecules 2025 dataset.

Structure (XYZ):
```
11
Properties=species:S:1:pos:R:3:lowdin_charge:R:1
N -0.606 -0.791 1.332 0.2242
C -0.992 0.229 0.592 -0.1838
N -0.472 0.641 -0.570 -0.0936
Si 1.153 0.070 -1.150 0.7231
H -1.048 -0.832 2.195 0.1186
H 0.198 -1.289 1.193 0.0748
H -1.883 0.803 0.897 0.1696
H -0.943 1.363 -1.141 0.1325
H 2.060 0.231 0.073 -0.0377
H 0.933 -1.369 -1.262 -0.0553
H 1.600 0.945 -2.159 -0.0724
```

Summary:
- SMILES: [NH2+]=CN[SiH3]
- Total charge: +1
- Orbital gap: 11.7 eV
- HOMO energy: -15.7 eV
- Lowest unoccupied orbital energy: -3.998 eV



Last place for stability: A)